Formula: C65H97F7N4O28
Source: the Open Molecules 2025 dataset
Level of theory: ωB97M-V with the def2-TZVPD basis set

XYZ file:
```
201
Properties=species:S:1:pos:R:3:forces:R:3
F 4.9853 4.8709 3.9640 2.87 -0.52 0.76
F 0.2922 -2.8492 3.5600 -2.21 0.22 0.33
F -2.0114 -4.3940 2.9685 0.32 0.31 1.04
F -0.1126 5.6337 0.5595 1.00 1.38 0.49
F -1.2286 -3.3933 -4.2612 -0.47 -0.98 -1.56
F -1.2511 -0.3852 5.0817 1.47 0.63 -0.38
F 0.9290 2.6897 -4.8478 0.54 -0.50 0.58
O 1.5742 0.2247 5.7791 0.62 -2.15 0.00
O 1.8734 -2.0279 6.0684 -0.33 0.09 0.43
O -2.8545 -3.8460 1.0010 -1.08 1.18 1.05
O 6.2438 2.3586 -6.5679 -0.08 0.01 -0.24
O 1.8020 -1.1537 4.0673 -1.04 -1.14 -2.35
O -1.7185 1.4247 -5.7625 0.30 -0.41 -0.25
O -5.2359 -0.5775 4.0373 -0.03 -1.25 0.65
O 0.0534 4.2184 2.4286 3.34 0.64 -2.26
O -5.5385 -0.9173 -3.6406 -0.81 0.92 1.34
O 2.3278 -0.7011 -4.4327 -1.89 -1.30 0.40
O 3.7304 4.6713 2.1436 0.75 1.04 -1.28
O -2.3435 -3.4727 -1.1695 -0.26 -1.06 1.96
O 4.2682 4.9681 -3.7445 -0.81 1.33 0.02
O 4.4285 -2.3399 3.3090 -0.50 -0.53 0.20
O -0.8379 -3.4282 7.4429 -2.87 2.82 -2.11
O -1.9711 -5.4477 -0.1595 0.71 -0.41 -1.03
O 0.8811 -2.4473 -4.2242 0.79 -1.95 -1.79
O -1.1043 3.9522 4.2924 0.06 -0.63 -0.67
O -2.2080 -1.5846 7.4833 0.09 0.38 0.37
O 6.5180 -1.4100 -1.8208 1.32 -1.54 0.22
O 0.2525 1.6075 -6.7509 1.32 0.78 0.13
O -7.9385 -1.8390 0.2318 0.53 0.39 -0.63
O -2.0724 4.1321 2.2636 -1.95 -1.16 -0.44
O -1.7580 -2.5299 5.5374 -0.58 0.75 -0.70
O -0.8614 -0.3677 -6.9002 0.27 3.49 1.26
O 3.5652 2.8813 0.8016 -0.06 0.08 0.94
O 0.3591 -0.5292 -3.3790 -1.37 0.72 0.05
O 3.1230 2.8114 3.0747 -0.33 -1.24 -1.78
N -0.6105 1.2916 8.3598 -1.90 0.42 -1.31
N -0.7046 0.0322 1.9592 0.99 0.58 -1.73
N 2.5280 -5.3837 -2.2881 -0.41 1.27 -0.84
N -4.0933 2.3002 -2.1017 0.73 1.89 -1.58
C -1.0350 4.0043 3.0971 -2.19 1.54 1.53
C 2.8772 -4.0157 -2.2757 1.45 -2.77 -0.77
C 3.7708 4.8999 3.5005 -2.90 1.47 1.05
C -5.1579 1.6114 3.4269 -1.32 3.25 0.07
C 1.2690 -1.1952 -4.0825 2.09 1.64 -0.06
C 2.3317 -3.4863 -1.1568 1.26 2.55 -0.53
C 0.2762 0.9113 1.4757 0.60 -0.90 0.80
C -6.4405 -3.5833 -0.3429 0.82 -0.24 -0.57
C 1.5801 -5.6089 -1.3602 0.23 1.96 2.23
C -5.5687 0.6851 4.5936 1.53 1.49 -1.78
C -5.1546 0.0382 -4.5969 0.11 -0.64 -2.13
C -1.8507 -5.8492 1.1591 0.00 -1.70 1.58
C 5.1708 2.8158 -5.7588 -0.43 -0.53 0.75
C 6.2228 -1.5668 2.1745 0.43 1.54 -0.96
C 6.2903 0.9612 -6.4216 0.11 -0.70 -0.76
C -1.3309 2.7881 -5.6146 0.08 -0.03 0.30
C -8.0212 -2.7906 1.2690 -0.09 0.34 -0.49
C 1.7473 -0.9150 5.3669 -0.67 3.07 0.92
C 4.2290 1.6112 -5.4930 0.17 -0.63 -0.33
C -7.4164 -4.0259 0.6779 -0.68 -2.00 1.37
C -4.7887 -0.8156 -5.8344 -0.16 0.72 -0.06
C -4.3094 0.8635 2.4796 -0.14 -1.41 -0.18
C -4.8124 -2.1310 -3.7716 0.33 0.98 0.47
C 6.2008 -3.0348 1.8022 -1.22 -0.59 0.73
C -0.7710 0.8001 -6.5005 -1.37 -3.96 -0.72
C 0.8589 0.3907 0.3046 -1.54 0.65 1.21
C -0.8366 -0.9750 1.0384 0.63 0.12 -0.15
C 3.4980 3.3873 1.8829 -0.75 -1.08 0.65
C -0.7586 2.0330 7.2111 1.29 0.88 -0.76
C 3.8736 4.1316 -2.6520 0.14 -0.86 0.18
C -2.3851 -4.1802 -0.1788 0.46 1.15 -3.31
C 2.2041 5.7473 -2.9891 -0.17 0.97 -0.76
C 1.5475 -2.5633 3.8232 3.36 0.67 0.19
C 4.7829 -1.1586 2.5983 1.47 -1.86 -0.58
C 6.4654 0.8708 -1.4793 0.85 0.89 -1.67
C 2.4897 4.5903 -2.0718 1.46 -0.46 -0.69
C 0.1668 2.7617 -5.9444 -1.96 0.96 -0.66
C -3.3329 3.3870 -2.5088 1.67 0.57 1.51
C -0.2074 4.3991 1.0349 -1.32 -3.18 -0.94
C -2.9626 -0.8179 6.5240 -1.44 -1.03 -0.10
C -1.5708 -2.5907 6.8712 2.73 -2.18 2.18
C -2.6821 -4.8913 1.9338 -0.63 0.36 -0.36
C 5.0381 -3.5160 2.6850 -0.81 0.37 1.06
C -4.3218 -2.0820 -5.1912 0.87 -2.19 -0.85
C 1.5217 -4.3967 -0.5688 -2.26 -4.19 -0.16
C 2.0901 -3.0866 5.1328 -0.37 -1.04 0.56
C -6.7826 -2.1605 -0.5777 -1.05 1.37 -0.26
C -1.8264 1.4217 9.0151 1.54 -1.19 2.00
C 5.1064 0.3211 -1.2104 -0.19 0.80 1.72
C -2.2958 -1.2309 5.2402 0.03 -0.06 0.24
C -3.2343 1.2829 -1.9010 -0.27 -1.06 0.95
C 0.1064 -0.7615 0.0373 -0.70 -1.40 0.28
C 7.1154 -0.2495 -2.3169 0.43 1.42 -0.34
C -0.8163 -1.3441 -3.2460 -0.69 0.10 0.82
C -1.6562 3.9658 0.8906 -0.21 0.85 0.62
C -0.3148 -2.7476 -3.5712 0.28 1.90 2.73
C -5.0230 -0.4747 2.6123 -0.14 -0.38 0.42
C -1.9579 3.0937 -2.2905 -2.43 0.03 -0.70
C 3.0243 5.5621 -4.2431 0.20 -2.17 0.98
C -1.9355 2.7641 7.2522 2.66 -0.17 -1.63
C -2.5280 2.4042 8.4235 -3.10 0.32 0.39
C 2.8608 3.8130 4.0521 0.40 -0.31 -0.48
C -1.9329 1.7247 -1.9525 -0.16 -0.86 0.28
C 4.8540 0.4989 -6.3666 -0.42 0.55 0.16
C 5.1993 -1.1203 -1.6114 -2.62 0.38 0.70
H -2.1490 4.6549 0.2048 -0.26 0.32 0.54
H -5.1024 2.2918 -2.1421 0.27 -0.38 -0.06
H 6.5247 -0.9817 1.3058 0.28 0.19 0.02
H 2.9306 -6.1111 -2.8616 -0.22 0.45 -0.25
H -5.6191 -1.0185 -6.5107 -0.16 0.24 0.15
H 8.2035 -0.2237 -2.2573 0.01 -0.61 0.49
H 1.0543 -6.5470 -1.2605 0.19 0.07 0.06
H 1.8092 3.7480 -2.1968 -0.26 0.19 0.18
H -4.4573 -1.3367 2.2590 0.19 -0.13 0.32
H 4.7225 -1.6588 -0.7925 0.60 -0.88 -0.02
H -3.2367 -2.1743 -5.2369 0.00 0.02 0.05
H -8.2179 -4.6709 0.3178 0.17 -0.06 -0.34
H -1.8664 2.9934 0.4452 0.37 -0.40 0.72
H 0.6511 1.5981 2.2202 0.12 0.41 -0.37
H 1.6052 0.7990 -0.3608 0.15 0.17 0.43
H -1.1673 3.8197 -2.4098 0.11 -0.20 -0.03
H 5.5607 3.0813 -4.7762 0.09 0.68 -0.17
H -5.9714 0.7185 -4.8381 -0.21 -0.09 0.45
H 3.3994 5.9107 3.6691 -0.23 0.01 -0.06
H -1.0806 0.0699 2.8959 0.07 0.02 -0.19
H -3.6939 4.3889 -2.6886 -0.53 -0.25 -0.05
H -2.2364 -6.8545 1.3288 0.17 -0.12 -0.48
H 1.1814 5.7674 -3.3657 -0.32 0.69 0.69
H 0.0372 2.0780 6.4824 -0.04 -0.12 0.06
H -3.9979 -1.1525 6.5893 -0.06 -0.44 -0.25
H -4.7360 2.5867 3.6696 0.61 -0.21 0.87
H 3.0722 6.4753 -4.8362 0.81 -0.21 0.05
H -5.9577 -1.5084 -0.2905 0.02 0.29 -0.32
H 0.3385 3.6737 0.4316 1.15 0.50 0.30
H -3.3081 0.7303 2.8890 0.21 0.10 -0.19
H 5.9145 -3.2282 0.7684 0.28 0.24 -0.09
H 2.0793 -2.9452 2.9517 0.58 0.68 0.16
H 1.8311 4.1651 3.9896 -0.05 -0.25 0.10
H 5.2489 -4.1328 3.5587 0.66 -0.15 -0.15
H -1.5610 3.1175 -4.6014 0.16 -0.11 -0.16
H 6.3298 1.8246 -1.9891 0.59 0.05 -0.27
H -9.0907 -2.9022 1.4473 0.19 0.01 0.69
H -3.6533 0.3115 -1.6837 0.28 -0.12 0.06
H -0.0734 -3.3147 -2.6722 0.03 -0.32 -0.11
H -7.0877 -2.0551 -1.6188 0.22 0.74 0.08
H -1.1386 1.0368 -1.7027 0.35 0.41 -0.13
H -4.8884 0.9826 5.3916 -0.12 -0.69 0.53
H 0.8560 -4.3076 0.2770 0.13 0.28 0.05
H -1.2602 -1.2027 -2.2605 0.60 -0.32 0.26
H -4.2598 0.6398 -4.4373 0.16 -0.02 1.06
H 4.6779 3.6485 -6.2605 0.17 0.08 0.18
H 4.2959 -4.0889 2.1290 -0.26 0.23 -0.33
H 2.6274 6.6745 -2.6027 -0.88 0.22 0.57
H 4.7252 -0.5105 -5.9760 -0.07 0.11 0.05
H 0.4147 3.6816 -6.4740 0.55 -0.40 -0.38
H -2.2655 3.5077 6.5419 0.14 -0.18 -0.01
H 6.8530 0.6633 -5.5369 0.15 0.01 0.25
H -1.8903 3.3865 -6.3337 0.09 0.06 -0.08
H -1.6698 -1.0947 -3.8764 0.53 0.41 -0.88
H 6.7470 0.5265 -7.3108 0.46 0.16 0.08
H -6.5439 -4.1067 -1.2935 0.43 -0.38 0.26
H 4.2739 0.8523 -1.6720 0.14 0.05 0.01
H 3.1669 1.7777 -5.6731 0.15 0.08 -0.18
H -6.8773 -4.5900 1.4390 -0.27 -0.24 0.20
H -0.8532 -5.7960 1.5953 0.38 0.04 -0.56
H 2.5788 4.8901 -1.0276 -0.14 -0.15 -0.08
H 4.3037 1.2737 -4.4592 0.00 0.18 0.15
H 6.9585 -1.4097 2.9634 -0.23 0.21 0.16
H 3.0697 3.3092 4.9959 0.19 0.71 0.13
H 4.6953 -0.2619 3.2118 0.03 -0.26 0.11
H -5.4423 -2.9659 -3.4645 -0.29 0.05 -0.41
H 4.5180 -1.2390 -2.4539 0.36 -0.46 -0.72
H 3.1686 -3.2445 5.1330 -0.21 -0.27 -0.50
H -3.0762 0.2552 6.6780 1.21 0.02 0.38
H -4.7096 -2.9447 -5.7330 0.11 -0.08 -0.12
H -2.8182 -1.1323 4.2886 -0.56 -0.98 0.39
H -4.2585 1.2662 1.4680 -0.02 0.01 0.09
H 2.5974 -2.5002 -0.8057 -0.37 0.11 -0.01
H -3.9886 -2.1356 -3.0579 0.29 0.05 0.11
H -5.4325 -3.6140 0.0707 0.13 -0.45 -0.37
H 0.3053 -1.5104 -0.7151 -0.11 0.25 -0.23
H -6.0112 2.0342 2.8966 -0.62 -0.70 -0.25
H -6.6018 0.8495 4.9000 -0.07 -0.52 -0.09
H 0.1328 0.6346 8.5491 -0.32 0.07 -0.15
H -3.6433 -5.2841 2.2655 -0.11 0.30 0.07
H -6.0140 -0.5583 2.1663 -0.02 0.50 -0.54
H -3.9772 -0.3647 -6.4057 -0.12 0.09 -0.09
H 4.1455 -1.0838 1.7173 -0.13 0.34 -0.21
H 3.6007 -3.7085 -3.0163 -0.04 0.40 0.31
H 4.4669 0.5445 -7.3845 -0.18 -0.10 -0.01
H 7.1079 -3.5907 2.0393 0.07 0.28 -0.12
H 7.0417 1.0688 -0.5755 -0.02 -0.17 -0.01
H -3.5099 2.8353 8.5513 -0.16 -0.51 1.12
H 1.5239 -3.9638 5.4459 0.14 0.03 0.26
H 3.8272 3.1108 -3.0312 -0.47 -0.23 -0.20
H 5.0791 0.4402 -0.1273 -1.11 -0.25 0.12
H 4.6508 4.0368 -1.8936 0.20 0.74 -0.02
H -1.9981 0.7609 9.8519 -0.24 0.40 0.16
H -1.5494 -1.7809 1.1329 0.07 0.15 0.15
H 6.9263 -0.1890 -3.3887 -0.44 0.36 -0.22
H 2.5036 4.7693 -4.7803 0.13 -0.05 -0.79
H -7.4214 -2.4858 2.1266 -0.33 0.28 0.43
```
Positions in Å, forces in eV/Å.

The calculation puts the highest occupied orbital energy at -7.768 eV. The largest force on an atom comes out at 4.769 eV Å⁻¹. Its molar mass is 1515.5 g/mol. The total energy is -151284.439 eV. The multiplicity is 1. The total charge is 0. The gap between HOMO and LUMO comes out at 7.8741 eV. The value obtained for the LUMO energy is 0.107 eV.


Formula: C36H37N10P2Se2V
Source: the Open Molecules 2025 dataset
Level of theory: ωB97M-V with the def2-TZVPD basis set

XYZ file:
```
88
Properties=species:S:1:pos:R:3:forces:R:3
Se -3.3718 -3.4294 -0.0260 -0.05 -0.09 -0.31
Se 2.6181 1.4935 -0.8735 0.10 0.01 -0.02
V 0.1970 1.5431 2.6501 -3.67 0.87 1.41
P 0.9627 0.2888 -1.3638 0.04 0.05 -0.19
P -1.7138 -2.6382 -1.0626 -0.73 -0.58 -0.27
N 3.1016 -0.9039 4.1823 -0.75 0.17 -0.04
N -1.3187 -1.5883 1.2905 -0.09 -0.24 0.42
N 3.7662 0.1562 3.7257 0.64 0.77 -0.44
N 0.1812 3.3934 4.1066 0.25 0.06 -0.34
N -1.5197 1.1382 3.9094 -0.32 -0.64 0.57
N 1.6611 2.4921 2.0046 3.15 1.93 -0.87
N 1.5695 0.4372 3.4556 1.57 -1.22 1.06
N -0.7888 -0.6554 2.0054 -0.16 -0.41 0.41
N -0.0580 0.1581 1.2618 0.00 -0.37 -1.42
N 3.8993 4.1376 1.6670 -0.05 0.31 -0.31
C 1.8342 -1.4792 -3.3912 0.04 0.04 0.06
C 1.6451 -1.2549 -2.0339 -0.12 0.21 0.11
C -1.6282 2.5097 -4.4146 -0.02 0.04 0.05
C 2.7194 4.4290 1.1203 0.17 0.00 0.10
C 1.7770 -0.7409 4.0163 0.28 -0.02 0.04
C -0.4777 -3.9489 -1.3158 -0.18 0.28 -0.05
C -2.1942 2.1135 -3.2134 -0.03 0.12 -0.02
C -1.8559 -1.0612 -4.8603 0.03 0.01 -0.16
C 3.0555 -3.4835 -2.8813 0.03 0.03 0.03
C -0.9282 -1.4270 0.0203 0.36 0.61 -0.04
C -2.0897 4.1999 4.7723 0.06 -0.36 0.19
C -0.0954 -0.2885 -0.0122 -0.19 -0.63 -0.30
C -0.1121 1.1242 -2.5630 0.25 -0.11 0.28
C 2.9031 -3.2382 -1.5264 0.11 0.06 0.01
C -2.6220 2.0187 3.4990 -0.57 0.15 0.08
C -2.2036 -1.7922 -2.6035 0.22 -0.23 0.28
C 0.9801 -5.4730 -0.1643 -0.06 -0.02 0.06
C -0.2927 2.2475 -4.6765 0.01 0.01 -0.04
C -3.1389 -0.5414 -4.8971 -0.02 -0.09 0.00
C -3.0241 3.0032 4.5965 0.17 0.20 -0.35
C 0.1224 -4.3923 -0.1395 0.02 0.00 0.00
C -0.6664 3.8598 5.2167 -0.31 0.35 0.25
C 0.6255 -5.6949 -2.5265 0.03 -0.16 -0.01
C 0.4734 1.5795 -3.7404 0.05 -0.02 0.00
C 1.2427 -6.1204 -1.3623 -0.07 -0.06 -0.06
C 2.5276 -2.6021 -3.8094 0.02 0.02 -0.10
C -3.4885 -1.2597 -2.6385 -0.11 -0.01 0.12
C 2.8793 2.1868 2.5362 0.20 0.81 -0.52
C 2.1986 -2.1284 -1.1029 0.01 0.05 -0.05
C -1.4413 1.4154 -2.2856 0.06 -0.08 0.09
C 2.8278 0.9575 3.2713 0.05 -1.43 0.73
C -1.3845 -1.6874 -3.7199 -0.06 -0.08 0.10
C -0.2487 -4.6201 -2.5084 -0.04 0.19 0.08
C 1.6188 3.6040 1.2527 -0.16 0.18 -0.05
C 3.9872 3.0044 2.3343 -0.31 -0.50 0.25
C -3.9550 -0.6382 -3.7811 0.02 -0.03 -0.04
H 4.9505 2.7347 2.7422 0.06 -0.07 0.08
H -4.9613 -0.2481 -3.8036 -0.09 0.06 -0.01
H -1.7461 0.1721 3.6718 0.11 0.12 0.04
H 2.0843 -1.9236 -0.0451 0.01 -0.06 0.03
H 3.5879 -4.3618 -3.2120 0.07 -0.07 -0.04
H 1.9114 -6.9682 -1.3834 0.06 -0.07 -0.02
H -0.6797 3.0901 5.9944 0.00 0.07 -0.02
H 1.4416 -0.7865 -4.1210 -0.04 0.00 -0.05
H -4.1255 -1.3562 -1.7689 -0.02 -0.08 0.00
H -0.3879 -2.0980 -3.6994 -0.04 -0.05 -0.05
H 1.0249 -1.4633 4.2725 -0.07 -0.09 0.05
H -1.2226 -0.9950 -5.7321 0.08 0.02 -0.10
H -1.8844 1.1007 -1.3483 -0.04 -0.06 -0.05
H 2.6766 5.3452 0.5499 -0.16 0.03 -0.08
H -2.5280 4.8456 5.5345 0.05 0.10 -0.06
H 0.6754 3.8212 0.7581 0.14 0.05 0.01
H -4.0216 3.3827 4.3697 0.00 -0.03 0.01
H -2.0514 4.7770 3.8435 0.00 0.08 0.00
H 3.3307 -3.9117 -0.7996 0.02 -0.06 0.03
H 0.8102 -6.2112 -3.4565 0.02 -0.06 -0.08
H 1.4340 -5.8164 0.7531 0.06 -0.06 0.08
H 0.2130 4.1527 3.4213 0.23 -0.09 0.24
H 1.5329 1.4335 -3.9005 0.04 0.00 -0.07
H 2.6614 -2.7829 -4.8654 0.01 -0.02 -0.10
H 1.1314 3.2988 4.4691 -0.08 0.17 -0.19
H -0.7563 -4.3245 -3.4145 -0.02 0.03 -0.07
H 0.1526 2.5694 -5.6059 0.05 0.07 -0.06
H -3.1004 2.4636 5.5446 -0.08 -0.06 0.01
H -3.5077 -0.0758 -5.7989 -0.01 0.06 -0.08
H -0.1137 -3.8959 0.7935 0.02 -0.03 0.06
H -1.4040 1.1792 4.9210 0.00 0.01 -0.21
H -2.2258 3.0355 -5.1435 -0.06 0.06 -0.07
H -2.3159 2.5679 2.5893 -0.20 -0.01 0.10
H 3.6130 -1.6819 4.5754 -0.14 0.07 -0.03
H -0.2266 4.7670 5.6552 -0.02 -0.26 0.00
H -3.2276 2.3428 -3.0005 -0.09 0.00 0.00
H -3.5019 1.4177 3.2391 0.25 0.10 -0.10
```
Positions in Å, forces in eV/Å.

The calculation puts the highest occupied orbital energy (spin up / spin down) at -9.272 / -9.275 eV. The largest force on an atom comes out at 4.028 eV Å⁻¹. Its molar mass is 880.6 g/mol. The expectation value of S² is 3.774. The total energy is -227787.439 eV. The multiplicity is 4. The total charge is +1. The calculation puts the energy above the lowest of the compared OMol25 structures with the same formula, charge and spin at 68.6 kcal per mole. The gap between HOMO and LUMO (spin up / spin down) comes out at 6.1397 / 5.6971 eV. The value obtained for the LUMO energy (spin up / spin down) is -3.132 / -3.578 eV.


Question: Which formula does entry 1 have?
Answer: C65H97F7N4O28